One molecule with the formula C4H7N2P in a non-equilibrium geometry. Source: OMol25; level of theory: wB97M-V/def2-TZVPD.

Results
- energy relative to the best compared isomer or geometry (same formula, charge and spin) (kcal/mol) = 12.94
- molar mass (g mol⁻¹) = 114.088
- frontier orbital gap (eV) = 9.55
- SMILES = PCc1ncc[nH]1

Last column: Mulliken charge in e.
Element x y z (Å)
C: -1.6769 0.9301 -1.4587  -0.27
C: -1.7830 1.3119 -0.1611  -0.23
C: -0.0734 -0.0629 -0.4093  0.24
C: 1.0583 -0.9312 -0.0948  -0.40
N: -0.6270 0.0218 -1.5843  -0.64
N: -0.7325 0.6691 0.4853  -0.03
P: 1.8585 -0.5750 1.5340  -0.23
H: -2.3075 1.3822 -2.3170  0.28
H: -2.4983 1.9979 0.4000  0.33
H: 1.7926 -0.6093 -0.9503  0.26
H: 0.8774 -2.0480 -0.2089  0.34
H: -0.1607 0.7907 1.3617  0.23
H: 3.0944 -1.2304 1.3016  0.06
H: 1.1781 -1.6469 2.1019  0.05



One molecule with the formula C4H7N2P in a non-equilibrium geometry. Source: OMol25; level of theory: wB97M-V/def2-TZVPD.

Results
- energy relative to the best compared isomer or geometry (same formula, charge and spin) (kcal/mol) = 86.67
- molar mass (g mol⁻¹) = 114.088
- frontier orbital gap (eV) = 7.74

Last column: Mulliken charge in e.
Element x y z (Å)
C: -1.6724 -0.3908 0.2548  0.37
C: 1.1710 -0.1072 0.0754  0.34
C: -2.9172 0.3060 -0.0321  -0.87
C: 2.6138 -0.4527 -0.1149  -0.73
N: -0.7834 -1.2013 0.2575  0.27
N: 0.5197 -1.2738 0.1162  -0.82
P: 0.3145 1.3423 0.1019  -0.22
H: -3.0010 1.0863 0.7842  0.31
H: -3.7320 -0.4944 0.1237  0.32
H: -2.8853 0.6561 -1.0855  0.27
H: 2.6705 -1.1574 -0.9193  0.26
H: 3.0234 -0.9717 0.7803  0.22
H: 3.1212 0.5566 -0.2134  0.32
H: 1.5573 2.1018 -0.1287  -0.03



A 2-piece molecular cluster, C4H7N2P overall in a non-equilibrium geometry. Source: OMol25; level of theory: wB97M-V/def2-TZVPD.

Results
- energy relative to the best compared isomer or geometry (same formula, charge and spin) (kcal/mol) = 41.27
- molar mass (g mol⁻¹) = 114.088
- frontier orbital gap (alpha / beta) (eV) = 6.90 / 6.92

Last column: Mulliken charge in e.
Element x y z (Å)
C: -0.6499 -1.0567 1.1777  -0.37
C: -1.4150 -0.4171 0.1985  -0.24
C: 0.3845 -1.6854 0.5032  -0.43
C: -0.7757 -0.5899 -1.0157  -0.60
N: 0.2835 -1.4255 -0.8177  0.02
N: 0.9668 3.1351 -1.0049  -0.32
P: 2.2576 2.2509 -1.4131  -0.17
H: -0.8286 -0.9650 2.2564  0.35
H: -2.3249 0.2420 0.3822  0.30
H: 1.3179 -2.2079 0.8991  0.29
H: -0.8468 -0.0958 -1.9756  0.42
H: 0.8518 3.6834 -0.0982  0.26
H: 0.1185 2.9307 -1.5140  0.26
H: 1.0293 -1.6896 -1.4069  0.24



A 2-piece molecular cluster, C4H7N2S2 overall in a non-equilibrium geometry. Source: OMol25; level of theory: wB97M-V/def2-TZVPD.

Results
- energy relative to the best compared isomer or geometry (same formula, charge and spin) (kcal/mol) = 12.35
- molar mass (g mol⁻¹) = 147.248
- charge = +1
- 2S+1 = 3
- expectation value of S² = 2.01
- frontier orbital gap (alpha / beta) (eV) = 6.41 / 6.94

Last column: Mulliken charge in e.
Element x y z (Å)
C: 0.1576 0.3768 -1.0724  -0.55
C: -2.4075 -0.1103 0.4041  0.32
C: 1.6007 -0.9691 0.1909  -0.46
C: 0.6429 1.0657 -0.0222  0.03
N: 0.5064 -0.9742 -0.8344  -0.15
N: 1.3505 0.3115 0.8681  -0.12
S: -1.4956 -1.3312 0.5192  -0.27
S: -2.9108 1.5106 0.1746  -0.11
H: -0.2939 0.6792 -1.9335  0.48
H: 1.3733 -1.8526 0.8952  0.32
H: 2.5120 -0.9927 -0.3685  0.38
H: 0.1821 2.0860 0.2048  0.38
H: 0.3877 -1.7097 -1.5299  0.27
H: 2.1930 0.5612 1.3904  0.30
H: -3.7982 1.3486 1.1134  0.19



One molecule with the formula C4H7N3 in a non-equilibrium geometry. Source: OMol25; level of theory: wB97M-V/def2-TZVPD.

Results
- energy relative to the best compared isomer or geometry (same formula, charge and spin) (kcal/mol) = 91.78
- molar mass (g mol⁻¹) = 97.121
- frontier orbital gap (eV) = 9.09

Last column: Mulliken charge in e.
Element x y z (Å)
C: -1.2335 -0.3234 0.7841  0.17
C: 0.6024 1.2663 0.6158  -1.17
C: 0.6698 -0.9954 -0.6008  -1.22
C: -0.0947 -0.0031 0.2293  0.78
N: -2.4124 -0.4776 1.0557  -0.62
N: -3.3551 0.1530 -0.0065  0.35
N: -3.0080 0.8470 -0.8622  -0.53
H: -0.0854 1.9570 1.0991  0.35
H: 1.4279 1.0593 1.2984  0.31
H: 1.0074 1.7402 -0.2770  0.32
H: 0.1730 -1.9636 -0.6030  0.36
H: 1.6788 -1.1161 -0.2141  0.32
H: 0.7301 -0.6351 -1.6266  0.30
H: -4.2987 -0.1666 0.2751  0.28



One molecule with the formula C4H7N3. Source: OMol25; level of theory: wB97M-V/def2-TZVPD.

Results
- energy relative to the best compared isomer or geometry (same formula, charge and spin) (kcal/mol) = 105.16
- molar mass (g mol⁻¹) = 97.121
- frontier orbital gap (eV) = 8.78

Last column: Mulliken charge in e.
Element x y z (Å)
C: -1.2479 1.8739 0.4184  -0.87
N: -0.6744 0.9631 -0.5605  -0.27
C: 0.3360 0.1806 -0.1073  0.25
N: -0.6965 -2.4165 -0.4320  -0.67
N: 0.5078 -2.2720 -0.4944  0.27
C: 1.2055 -0.9464 -0.4568  -0.50
C: 1.2382 -0.1321 0.7826  -0.42
H: -0.4508 2.5175 0.8016  0.28
H: -1.9964 2.5061 -0.0648  0.32
H: -1.7091 1.3483 1.2660  0.31
H: -1.3496 0.4299 -1.0941  0.31
H: 1.1639 -3.0761 -0.6117  0.28
H: 1.9998 -0.9265 -1.2137  0.33
H: 1.7373 0.0317 1.7228  0.39



One molecule with the formula C4H7N3 in a non-equilibrium geometry. Source: OMol25; level of theory: wB97M-V/def2-TZVPD.

Results
- energy relative to the best compared isomer or geometry (same formula, charge and spin) (kcal/mol) = 65.86
- molar mass (g mol⁻¹) = 97.121
- frontier orbital gap (eV) = 7.47
- SMILES = [H]/N=C(\C)C(N)=C=N

Last column: Mulliken charge in e.
Element x y z (Å)
C: 0.1152 -1.7650 -0.0296  -1.27
C: -0.1355 0.8035 -0.0779  -0.03
C: -1.4187 0.5038 -0.0393  0.33
N: 0.3423 2.1068 -0.0803  -0.58
N: -2.5953 0.3763 -0.0605  -0.53
N: 2.0838 -0.1849 0.0169  -0.81
C: 0.8050 -0.3223 0.0075  0.86
H: -0.0643 2.6760 0.6553  0.19
H: 1.3647 2.0837 -0.0348  0.31
H: -3.0808 1.2252 -0.3680  0.30
H: 2.5608 -1.0852 0.1206  0.23
H: 0.3885 -2.2431 0.9152  0.30
H: -0.9594 -1.8772 -0.1698  0.35
H: 0.5936 -2.2976 -0.8554  0.32



One molecule with the formula C4H7N3. Source: OMol25; level of theory: wB97M-V/def2-TZVPD.

Results
- energy relative to the best compared isomer or geometry (same formula, charge and spin) (kcal/mol) = 5.36
- molar mass (g mol⁻¹) = 97.121
- frontier orbital gap (eV) = 9.82
- SMILES = [H]/N=C1\CCN\C1=N\[H]

Last column: Mulliken charge in e.
Element x y z (Å)
C: -1.0208 0.6501 -0.2343  -0.55
C: -1.1650 -0.5360 0.7162  -0.57
N: 0.1856 -0.6662 1.2468  -0.24
C: 1.1490 -0.3187 0.3176  0.31
N: 2.3725 -0.6550 0.3863  -0.82
C: 0.4041 0.4854 -0.7197  0.53
N: 0.8927 0.8849 -1.8178  -0.68
H: 0.1113 1.3406 -2.2940  0.26
H: -1.1052 1.6048 0.3005  0.26
H: -1.7519 0.6487 -1.0504  0.40
H: -1.4747 -1.4219 0.1401  0.27
H: -1.8922 -0.3591 1.5105  0.30
H: 0.4101 -1.4033 1.8980  0.28
H: 2.8846 -0.2543 -0.3998  0.26



One molecule with the formula C4H7N3 in a non-equilibrium geometry. Source: OMol25; level of theory: wB97M-V/def2-TZVPD.

Results
- energy relative to the best compared isomer or geometry (same formula, charge and spin) (kcal/mol) = 9.16
- molar mass (g mol⁻¹) = 97.121
- frontier orbital gap (eV) = 10.50
- SMILES = [H]/N=C(\C#N)NCC

Last column: Mulliken charge in e.
Element x y z (Å)
C: -2.1843 0.3492 -0.0778  -1.27
C: -0.9123 -0.4764 0.0319  -0.23
N: 0.2595 0.3834 0.0683  -0.24
C: 1.5001 -0.1751 0.1019  0.63
N: 1.6803 -1.4306 0.2590  -0.67
C: 2.6000 0.7818 -0.0515  0.06
N: 3.5045 1.4896 -0.1907  -0.37
H: -2.1975 0.9425 -0.9997  0.35
H: -2.2940 1.0278 0.7747  0.34
H: -3.0558 -0.3115 -0.0980  0.37
H: -0.8239 -1.1765 -0.8098  0.27
H: -0.9177 -1.0860 0.9418  0.27
H: 0.1710 1.3401 -0.2369  0.25
H: 2.6703 -1.6583 0.2869  0.24



One molecule with the formula C4H7N3 in a non-equilibrium geometry. Source: OMol25; level of theory: wB97M-V/def2-TZVPD.

Results
- energy relative to the best compared isomer or geometry (same formula, charge and spin) (kcal/mol) = 73.73
- molar mass (g mol⁻¹) = 97.121
- frontier orbital gap (alpha / beta) (eV) = 8.02 / 8.02

Last column: Mulliken charge in e.
Element x y z (Å)
C: -1.0106 -0.4977 -1.3857  -0.18
C: -1.3487 -0.5940 0.0278  0.03
C: 0.8455 0.8169 -0.9380  -0.37
C: 0.9457 0.0254 0.3607  -0.59
N: -0.0067 0.1142 -1.8345  -0.57
N: -0.3002 -0.2383 2.2144  -1.02
N: -0.3819 -0.1635 0.9144  0.61
H: -1.7828 -0.9767 -2.0961  0.28
H: -2.2302 -0.9653 0.5368  0.35
H: 0.3994 1.8056 -0.7063  0.29
H: 1.9276 0.8819 -1.2431  0.29
H: 1.3747 -0.9511 0.2480  0.33
H: 1.6089 0.3745 1.3257  0.33
H: -1.2334 -0.5957 2.5063  0.21



- What is the energy relative to the best compared isomer or geometry (same formula, charge and spin) in the seventh record?
  65.86 kcal/mol



- What is the molar mass in the second record?
  114.088 g mol⁻¹